(1)
This record from OMol25 describes a 8-piece molecular cluster, C24H64O24S8 overall. The level of theory is ωB97M-V/def2-TZVPD.

```
120
Properties=species:S:1:pos:R:3
O -5.821 -11.212 17.549
S -4.913 -10.822 16.472
O -4.315 -9.469 16.323
O -3.593 -11.958 16.410
C -3.736 -13.365 16.616
C -2.297 -13.925 16.455
C -5.776 -11.340 14.897
H -4.264 -13.965 15.875
H -4.246 -13.646 17.537
H -1.512 -13.379 16.977
H -1.883 -13.965 15.448
H -2.193 -14.935 16.853
H -6.584 -11.948 15.305
H -5.085 -11.896 14.263
H -6.157 -10.552 14.247
O 0.562 -10.035 20.661
S -0.599 -10.001 19.766
O -1.776 -10.865 19.892
O -1.033 -8.459 19.767
C -2.198 -8.064 18.975
C -1.659 -7.049 17.967
C -0.048 -10.142 18.082
H -2.977 -7.714 19.654
H -2.605 -8.909 18.420
H -1.265 -6.175 18.486
H -2.556 -6.896 17.367
H -0.936 -7.303 17.192
H 0.545 -11.054 18.153
H 0.635 -9.338 17.808
H -0.870 -10.273 17.378
O 6.019 -6.529 18.233
S 6.151 -7.939 17.791
O 6.191 -8.458 16.441
O 7.356 -8.649 18.774
C 7.310 -8.476 20.217
C 7.355 -9.729 21.074
C 4.778 -8.769 18.548
H 6.603 -7.688 20.478
H 8.151 -7.929 20.642
H 6.421 -10.246 20.852
H 7.691 -9.694 22.110
H 8.078 -10.396 20.604
H 4.775 -8.748 19.638
H 4.964 -9.804 18.262
H 3.874 -8.514 17.995
O 3.204 -10.642 16.559
S 3.457 -12.139 16.688
O 4.581 -12.872 16.104
O 3.249 -12.552 18.271
C 4.151 -13.454 18.842
C 5.664 -12.979 18.935
C 1.974 -12.931 15.967
H 4.119 -14.439 18.377
H 3.769 -13.601 19.852
H 6.242 -13.737 19.464
H 5.695 -11.985 19.380
H 6.191 -12.935 17.982
H 2.201 -12.952 14.901
H 1.031 -12.427 16.177
H 1.820 -13.919 16.401
O 10.703 -15.785 24.005
S 10.502 -15.411 22.589
O 11.264 -16.027 21.523
O 8.924 -15.588 22.028
C 7.860 -15.002 22.740
C 6.947 -16.033 23.464
C 10.649 -13.551 22.531
H 7.116 -14.506 22.117
H 8.029 -14.169 23.422
H 6.010 -15.681 23.895
H 7.471 -16.625 24.214
H 6.673 -16.822 22.764
H 11.594 -13.379 23.046
H 9.878 -13.150 23.189
H 10.685 -13.252 21.483
O 0.621 -13.534 18.589
S 0.274 -14.794 19.226
O -0.763 -15.644 18.658
O 1.681 -15.668 19.770
C 1.617 -17.030 20.122
C 3.021 -17.502 20.440
C -0.256 -14.478 20.934
H 1.047 -17.544 19.347
H 1.160 -17.103 21.109
H 3.332 -16.894 21.290
H 3.669 -17.547 19.564
H 2.995 -18.531 20.799
H -0.516 -15.417 21.423
H -1.153 -13.881 21.096
H 0.627 -13.976 21.330
O 9.390 -16.703 16.173
S 8.353 -17.484 15.475
O 8.155 -18.958 15.755
O 7.003 -16.557 15.389
C 5.786 -17.290 15.448
C 4.625 -16.307 15.400
C 8.764 -17.321 13.621
H 5.686 -17.952 16.308
H 5.799 -17.925 14.562
H 4.447 -15.824 14.439
H 4.842 -15.559 16.161
H 3.791 -16.931 15.722
H 7.833 -16.941 13.200
H 9.124 -18.312 13.342
H 9.549 -16.568 13.563
O 12.647 -11.641 18.035
S 11.875 -12.790 17.702
O 12.019 -14.118 18.364
O 10.255 -12.363 17.612
C 9.310 -13.435 17.506
C 9.054 -14.224 18.857
C 12.083 -13.085 15.866
H 9.637 -14.063 16.677
H 8.388 -12.941 17.202
H 8.204 -14.896 18.974
H 8.898 -13.410 19.565
H 9.951 -14.675 19.281
H 11.465 -13.923 15.543
H 13.018 -13.551 15.555
H 11.704 -12.277 15.241
```

## Properties
⟨S²⟩: 0.755
E_HOMO (alpha / beta): -0.4635 / -0.4635 Eh
E: -161726.8649 eV
spin multiplicity: 2
gap between HOMO and LUMO (alpha / beta): 0.3353 / 0.0952 Ha
LUMO (alpha / beta): -3.49 / -10.02 eV
charge: +1
energy relative to the best compared isomer or geometry (same formula, charge and spin): 122.5 kJ/mol

Here are the Löwdin charges for atoms 1 to 4, given in e: -0.31, 0.75, -0.32, -0.29

---

(2)
This record from OMol25 describes one molecule with the formula C4H9N5. The level of theory is ωB97M-V/def2-TZVPD.

```
18
Properties=species:S:1:pos:R:3
C 0.626 -1.314 0.681
C 0.566 0.945 1.837
N -0.161 -0.137 1.160
N -0.792 -0.506 -1.235
C 0.687 -0.628 -0.642
N -1.043 0.436 -2.261
N 1.728 -0.207 -1.246
C -1.520 0.029 0.724
N -2.622 0.313 1.006
H -1.494 -1.237 -1.126
H -1.033 1.369 -1.840
H -0.305 0.414 -2.965
H 1.496 0.482 -1.960
H 0.039 -2.234 0.681
H 1.604 -1.396 1.157
H 1.227 0.540 2.608
H -0.161 1.613 2.305
H 1.156 1.517 1.115
```

## Properties
E_HOMO: -0.3306 Eh
E: -11740.1882 eV
spin multiplicity: 1
gap between HOMO and LUMO: 0.3588 Ha
LUMO: 0.77 eV
charge: 0
energy relative to the best compared isomer or geometry (same formula, charge and spin): 428.8 kJ/mol
SMILES: [H]/N=C(/CN(C)C#N)NN

Here are the Löwdin charges for atoms 1 to 4, given in e: -0.07, -0.05, -0.18, -0.12